(1)
{
  "formula": "C16H22O5Ru",
  "method": "ωB97M-V/def2-TZVPD",
  "homo_energy_ev": [-11.89, -13.09],
  "relative_energy_ev": 0.0000,
  "energy_ha": -1093.743989,
  "s_squared": 0.75,
  "charge": 1,
  "gap_ev": [8.51, 8.22],
  "multiplicity": 2,
  "species": ["Ru", "C", "C", "C", "C", "C", "C", "C", "C", "C", "C", "H", "H", "H", "H", "H", "H", "H", "H", "H", "H", "H", "H", "H", "H", "O", "C", "O", "C", "O", "O", "C", "C", "C", "O", "C", "H", "H", "H", "H", "H", "H", "H", "H"],
  "xyz": [[0.5993, -0.6609, 0.0058], [-3.0786, -0.9104, 2.7229], [-2.4375, -1.2436, 1.3747], [-2.9273, -0.3047, 0.2727], [-0.9281, -1.2293, 1.4935], [-0.2279, -0.0712, 1.9105], [1.1826, -0.0435, 1.9940], [1.9567, -1.1828, 1.6578], [3.4537, -1.1216, 1.6513], [1.2727, -2.3348, 1.1983], [-0.1376, -2.3471, 1.1237], [-4.1597, -1.0258, 2.6578], [-2.8769, 0.1228, 3.0136], [-2.7163, -1.5654, 3.5156], [-2.7219, -2.2639, 1.1060], [-2.6266, 0.7268, 0.4732], [-4.0152, -0.3301, 0.2165], [-2.5285, -0.5982, -0.6998], [-0.7836, 0.8406, 2.0897], [1.6890, 0.8709, 2.2726], [3.8144, -0.8222, 0.6670], [3.8760, -2.0972, 1.8850], [3.8142, -0.3983, 2.3800], [1.8390, -3.1868, 0.8469], [-0.6315, -3.2000, 0.6752], [2.9270, -0.4026, -3.3723], [2.3529, -0.6024, -2.3697], [2.3030, -0.2533, -1.1769], [0.8662, -1.8944, -2.6641], [1.0963, -2.5857, -3.5815], [0.0235, -1.6461, -1.7877], [0.0438, 3.4781, -1.3527], [-0.1694, 2.7302, -2.6686], [-0.6097, 1.3469, -2.2172], [-0.0746, 1.1910, -0.8630], [0.6373, 2.4005, -0.4735], [-0.9053, 3.8255, -0.9428], [0.7105, 4.3317, -1.4537], [0.7631, 2.6704, -3.2306], [-0.9183, 3.1990, -3.3029], [-0.2220, 0.5466, -2.8435], [-1.6911, 1.2440, -2.1359], [1.7031, 2.2538, -0.6595], [0.4633, 2.5439, 0.5916]],
  "lowdin_spin": [0.008, 0.000, 0.000, 0.000, -0.001, 0.003, -0.001, 0.000, 0.001, -0.001, 0.002, 0.000, 0.000, 0.000, 0.000, 0.000, 0.000, 0.000, 0.000, 0.000, 0.001, 0.000, 0.000, 0.000, 0.000, 0.201, 0.173, 0.124, 0.160, 0.195, 0.129, 0.000, 0.000, 0.001, 0.001, 0.001, 0.000, 0.000, 0.000, 0.000, 0.002, 0.000, 0.001, 0.000]
}

---

(2)
{
  "formula": "C16H23BBrN4O3P",
  "method": "ωB97M-V/def2-TZVPD",
  "homo_energy_ev": -12.76,
  "energy_ha": -4007.872327,
  "charge": 2,
  "gap_ev": 5.16,
  "species": ["N", "B", "O", "C", "P", "O", "Br", "C", "C", "N", "C", "O", "H", "H", "H", "H", "H", "H", "H", "H", "H", "C", "N", "C", "C", "C", "C", "C", "C", "C", "C", "N", "C", "C", "C", "H", "H", "H", "H", "H", "H", "H", "H", "H", "H", "H", "H", "H", "H"],
  "xyz": [[5.5336, 4.3916, 1.9047], [4.3104, 3.6593, 1.3631], [3.5279, 4.3821, 0.3132], [3.8115, 2.1522, 1.7933], [2.1197, 2.4391, 2.6324], [1.0422, 2.9583, 1.3305], [1.2314, 0.4371, 3.3825], [5.0315, 1.4248, 2.6203], [5.9018, 0.9087, 1.2889], [4.9990, 0.9082, 0.0563], [3.5982, 1.0076, 0.6347], [2.5370, 0.2819, 0.2734], [5.6204, 4.2980, 2.9443], [6.4117, 4.1103, 1.4062], [3.8867, 4.0319, -0.5561], [0.3371, 2.2557, 1.2143], [4.7283, 0.6047, 3.4079], [5.8248, 2.0905, 3.1839], [6.8028, 1.6268, 1.0182], [6.1114, -0.2364, 1.4231], [5.1924, 1.6274, -0.6752], [-1.9413, 1.8638, 2.2705], [-2.2544, 0.8109, 1.2834], [-2.6453, -0.4075, 1.7201], [-2.9888, -1.4119, 0.8114], [-2.9390, -1.1669, -0.5644], [-2.5064, 0.1001, -0.9754], [-2.1675, 1.0741, -0.0373], [-3.3470, -2.1790, -1.5554], [-4.3731, -1.9094, -2.4692], [-4.7254, -2.8469, -3.4387], [-4.0787, -4.0298, -3.5144], [-3.0992, -4.3369, -2.6336], [-2.7207, -3.4260, -1.6446], [-4.4241, -4.9963, -4.5749], [-1.1556, 1.4862, 2.9298], [-2.8579, 2.0751, 2.8285], [-1.5991, 2.7659, 1.7585], [-2.6914, -0.5639, 2.7951], [-3.3175, -2.3762, 1.1971], [-2.4261, 0.3448, -2.0337], [-1.8354, 2.0642, -0.3387], [-4.9140, -0.9643, -2.4366], [-5.5160, -2.6516, -4.1595], [-2.6186, -5.3062, -2.7391], [-1.9145, -3.6975, -0.9648], [-4.7045, -5.9376, -4.0965], [-3.5403, -5.1211, -5.2069], [-5.2581, -4.6160, -5.1703]],
  "lowdin_charge": [0.121, -0.480, 0.022, -0.429, 0.716, -0.390, 0.263, -0.128, -0.155, -0.020, -0.267, -0.050, 0.084, 0.095, 0.114, -0.003, 0.127, 0.120, 0.140, 0.136, 0.129, 0.011, -0.070, 0.039, 0.066, -0.137, 0.064, 0.039, -0.135, 0.061, 0.037, -0.083, 0.036, 0.066, 0.046, 0.015, 0.125, 0.103, 0.163, 0.145, 0.146, 0.159, 0.146, 0.157, 0.161, 0.147, 0.120, 0.122, 0.111]
}

---

(3)
{
  "formula": "C16H23BNO5RhS2",
  "method": "ωB97M-V/def2-TZVPD",
  "homo_energy_ev": [-8.40, -8.31],
  "relative_energy_ev": 2.4040,
  "energy_ha": -1986.240101,
  "gap_ev": [7.62, 7.81],
  "species": ["Rh", "C", "S", "O", "O", "O", "H", "H", "H", "S", "C", "C", "N", "C", "H", "H", "H", "C", "C", "C", "O", "B", "O", "C", "C", "C", "H", "H", "H", "H", "H", "H", "H", "H", "H", "H", "H", "H", "C", "C", "C", "C", "C", "C", "H", "H", "H", "H", "H"],
  "xyz": [[0.4154, 1.4178, -0.0983], [-2.8594, 2.4845, -1.3327], [-1.9998, 2.8603, 0.1916], [-2.8293, 3.7432, 0.9582], [-1.7496, 1.5313, 0.8128], [-0.6902, 3.4390, -0.1973], [-3.8598, 2.1558, -1.0631], [-2.3118, 1.6923, -1.8394], [-2.9002, 3.3893, -1.9337], [3.4929, 2.9749, 2.9878], [4.2214, 1.9432, 1.8213], [3.3353, 1.6589, 0.8398], [2.0967, 2.2300, 1.0082], [2.0319, 2.9429, 2.0942], [5.2461, 1.6258, 1.9166], [3.5335, 1.0622, -0.0368], [1.1478, 3.4778, 2.4087], [-2.1258, -3.0732, 0.1180], [-0.8241, -2.5529, 0.6997], [0.2821, -3.5896, 0.5184], [-0.4225, -1.3762, -0.0417], [0.0809, -0.4739, 0.8558], [-0.0222, -0.8750, 2.1470], [-0.9226, -2.0127, 2.1672], [-0.4577, -2.9829, 3.2383], [-2.3074, -1.4670, 2.5040], [-1.9454, -3.4355, -0.8940], [-2.8737, -2.2840, 0.0696], [-2.5103, -3.8983, 0.7197], [0.4411, -3.7461, -0.5483], [0.0074, -4.5397, 0.9770], [1.2174, -3.2378, 0.9553], [0.6052, -3.1963, 3.1419], [-1.0218, -3.9144, 3.1736], [-0.6294, -2.5416, 4.2199], [-2.6056, -0.7199, 1.7683], [-2.2621, -0.9789, 3.4772], [-3.0458, -2.2676, 2.5453], [1.7107, 1.0857, -4.7794], [2.1342, 0.1241, -3.8725], [1.7163, 0.1820, -2.5489], [0.8748, 1.2068, -2.1319], [0.4672, 2.1811, -3.0322], [0.8754, 2.1108, -4.3596], [2.0310, 1.0376, -5.8126], [2.7920, -0.6746, -4.1937], [2.0330, -0.5884, -1.8547], [-0.1534, 3.0057, -2.7020], [0.5403, 2.8633, -5.0625]],
  "lowdin_charge": [0.959, -0.136, 0.414, -0.302, -0.392, -0.423, 0.066, 0.053, 0.068, 1.048, -0.374, -0.219, -0.123, -0.425, 0.072, 0.110, 0.096, -0.004, -0.469, -0.009, 0.081, -0.594, 0.110, -0.462, -0.006, -0.003, 0.093, 0.090, 0.096, 0.095, 0.092, 0.094, 0.087, 0.096, 0.092, 0.084, 0.099, 0.093, -0.104, -0.100, -0.121, -0.190, -0.115, -0.094, 0.098, 0.100, 0.093, 0.085, 0.102]
}

---

(4)
{
  "formula": "C16H23ClCuN3S",
  "method": "ωB97M-V/def2-TZVPD",
  "homo_energy_ev": -6.20,
  "energy_ha": -3286.598746,
  "gap_ev": 6.61,
  "species": ["Cu", "C", "C", "C", "C", "C", "N", "H", "H", "H", "H", "H", "H", "H", "H", "H", "Cl", "C", "C", "C", "C", "C", "C", "C", "H", "H", "H", "H", "H", "H", "C", "N", "C", "C", "N", "C", "S", "H", "H", "H", "H", "H", "H", "H", "H"],
  "xyz": [[-0.3375, 1.2041, 0.3334], [-0.4828, -0.2634, 4.5378], [-1.7179, -0.7677, 3.7709], [-1.8175, -2.2985, 3.8451], [-2.9963, -0.1237, 4.3216], [-1.5278, -0.3766, 2.3747], [-1.2836, -0.0676, 1.2944], [-0.5721, -0.5259, 5.5926], [-0.3908, 0.8192, 4.4511], [0.4273, -0.7124, 4.1398], [-1.8801, -2.6064, 4.8890], [-0.9436, -2.7681, 3.3939], [-2.7082, -2.6489, 3.3234], [-3.0929, -0.3669, 5.3799], [-3.8747, -0.4999, 3.7970], [-2.9678, 0.9605, 4.2145], [5.2591, 0.4582, -3.6047], [4.1820, 0.9886, -2.3370], [4.2195, 0.3643, -1.1013], [3.3489, 0.7691, -0.1029], [2.4119, 1.7935, -0.3067], [1.4092, 2.1469, 0.7140], [2.4277, 2.4181, -1.5648], [3.2975, 2.0293, -2.5695], [4.9293, -0.4339, -0.9248], [3.3861, 0.2775, 0.8630], [1.2053, 3.2220, 0.6933], [1.7753, 1.8889, 1.7123], [1.7245, 3.2221, -1.7520], [3.2878, 2.5257, -3.5314], [0.6894, -0.5927, -2.1433], [-0.5951, -0.5495, -2.8001], [-1.0423, -1.6520, -3.6423], [-2.4696, -1.2424, -4.0438], [-2.6793, -0.0515, -3.2338], [-1.5689, 0.3414, -2.5724], [-1.4896, 1.7429, -1.6631], [0.6850, -1.3096, -1.3167], [0.9370, 0.3908, -1.7479], [1.4578, -0.8823, -2.8607], [-1.0271, -2.5893, -3.0795], [-0.3777, -1.7591, -4.5009], [-3.1993, -2.0139, -3.7971], [-2.5519, -1.0221, -5.1098], [-3.4662, 0.5609, -3.3351]],
  "lowdin_charge": [0.082, -0.034, -0.586, -0.039, -0.038, -0.100, 0.139, 0.090, 0.094, 0.093, 0.091, 0.091, 0.089, 0.091, 0.090, 0.093, 0.610, -0.704, -0.130, -0.067, -0.364, -0.218, -0.080, -0.125, 0.098, 0.106, 0.032, 0.022, 0.110, 0.100, -0.037, -0.144, -0.107, -0.130, 0.012, -0.782, 0.709, 0.101, 0.036, 0.102, 0.123, 0.124, 0.113, 0.115, 0.129]
}

---

(5)
{
  "formula": "C16H23ClN2O3",
  "method": "ωB97M-V/def2-TZVPD",
  "homo_energy_ev": -8.82,
  "relative_energy_ev": 0.0000,
  "energy_ha": -1418.950932,
  "gap_ev": 9.53,
  "smiles": "CCOCC(=O)Nc1cc(C(=O)NCCC(C)C)ccc1Cl",
  "species": ["C", "C", "O", "C", "C", "O", "N", "C", "C", "C", "C", "O", "N", "C", "C", "C", "C", "C", "C", "C", "C", "Cl", "H", "H", "H", "H", "H", "H", "H", "H", "H", "H", "H", "H", "H", "H", "H", "H", "H", "H", "H", "H", "H", "H", "H"],
  "xyz": [[0.6191, 5.3035, -2.3620], [0.2819, 5.5933, -3.8215], [-0.0550, 4.4509, -4.5871], [-1.2855, 3.8531, -4.2520], [-1.1833, 2.7950, -3.1460], [-2.1246, 2.4909, -2.4517], [0.0609, 2.2521, -3.1027], [0.5776, 1.2933, -2.2464], [-0.1613, 0.7168, -1.2176], [0.3990, -0.2535, -0.3985], [-0.4357, -0.8144, 0.7125], [-1.1687, -0.1263, 1.3910], [-0.3024, -2.1503, 0.8816], [-0.9747, -2.8755, 1.9346], [0.0273, -3.4786, 2.9200], [-0.6338, -4.3309, 4.0082], [-1.4899, -3.4818, 4.9442], [0.4389, -5.0688, 4.8081], [1.7210, -0.6434, -0.5841], [2.4760, -0.0635, -1.5881], [1.9083, 0.8893, -2.4125], [2.8751, 1.6057, -3.6670], [0.8863, 6.2333, -1.8671], [-0.2328, 4.8700, -1.8424], [1.4600, 4.6178, -2.2898], [-0.5409, 6.3210, -3.8718], [1.1520, 6.0142, -4.3317], [-1.6401, 3.3455, -5.1567], [-2.0357, 4.5979, -3.9612], [0.7204, 2.6426, -3.7734], [-1.1806, 1.0282, -1.0541], [0.3074, -2.6696, 0.2707], [-1.6224, -2.1511, 2.4307], [-1.5922, -3.6681, 1.4972], [0.5961, -2.6716, 3.3866], [0.7300, -4.1044, 2.3615], [-1.2768, -5.0740, 3.5222], [-0.8886, -2.6979, 5.3991], [-2.3148, -3.0177, 4.4115], [-1.9043, -4.0995, 5.7377], [1.1003, -4.3576, 5.2982], [-0.0177, -5.6936, 5.5720], [1.0378, -5.7050, 4.1601], [2.1792, -1.3705, 0.0694], [3.5072, -0.3469, -1.7318]],
  "lowdin_charge": [-0.062, -0.252, -0.162, -0.117, -0.454, 0.089, 0.119, -0.220, 0.070, -0.126, -0.455, 0.082, 0.064, -0.178, -0.176, -0.447, -0.076, -0.087, -0.038, -0.099, -0.573, 0.719, 0.080, 0.077, 0.072, 0.120, 0.122, 0.141, 0.138, 0.085, 0.118, 0.135, 0.113, 0.129, 0.125, 0.112, 0.133, 0.085, 0.071, 0.076, 0.080, 0.074, 0.073, 0.112, 0.106]
}